Density functional theory data (the ωB97M-V functional and the def2-TZVPD basis) for a 2-piece molecular cluster, C31H38N4O3S overall at a distorted geometry.

Geometry (Å):
S 0.6895 4.9634 1.2638
O 2.0504 4.7593 1.7275
O -4.6914 -1.2127 -2.0402
O 0.3191 4.5149 -0.0552
N -4.2926 -1.4094 0.2392
N 1.6700 1.1716 8.0499
N -0.4396 4.4708 2.2976
N -2.8831 0.3103 0.5559
C -3.4403 0.4974 -0.7871
C -4.3297 1.7482 -0.8771
C -4.2158 -0.8059 -0.9842
C -0.5955 7.2715 0.4530
C 0.8813 1.4784 9.2400
C -4.8849 1.9277 -2.2725
C 0.2617 10.9573 0.4394
C 2.5840 0.0724 8.3222
C -4.2725 -0.4733 2.4964
C -0.7169 8.6500 0.2972
C -3.4370 -0.8520 1.2680
C -0.7358 2.0809 2.9929
C 0.4581 6.7473 1.2024
C -4.4754 2.3014 -4.6318
C 1.2169 8.9830 1.6999
C -5.0025 -2.6453 0.4405
C 1.1404 1.3835 6.7663
C 1.3388 7.6023 1.8610
C 0.2459 9.5108 0.8380
C 0.9211 2.7037 4.7256
C -0.1468 1.8806 4.2679
C -4.0108 2.2665 -3.3109
C 1.5658 2.4540 5.9216
C -2.1125 1.2531 1.1283
C -6.6876 1.6875 -3.8648
C -0.5684 0.8233 5.1292
C -6.2334 1.6738 -2.5446
C -5.8170 2.0089 -4.9133
C 0.0799 0.5615 6.3159
C -2.3788 -1.8881 1.6902
C -1.5664 1.1464 2.4064
H -0.3165 4.9841 3.1614
H 1.5415 1.9728 9.9716
H 0.5008 0.5515 9.7049
H 1.0978 11.4750 0.9152
H -1.4217 0.2030 4.8504
H -1.3063 6.6065 -0.0209
H 3.3836 0.4279 8.9847
H -1.9798 -2.4204 0.8178
H 2.4151 3.0703 6.2239
H -1.5429 -1.4155 2.2054
H 0.3714 11.0638 -0.6487
H -1.8915 2.1268 0.5146
H -3.7129 2.6175 -0.6035
H -2.6385 0.5475 -1.5494
H -5.6187 -2.5553 1.3395
H 0.0447 2.1357 8.9800
H -2.9628 2.4769 -3.0727
H -0.4622 3.0712 2.4432
H -1.5473 9.0515 -0.2877
H -5.1534 0.1111 2.2000
H -0.2465 -0.2976 6.9021
H 1.2255 3.5278 4.0775
H -4.6032 -1.3952 2.9893
H -5.6308 -2.8377 -0.4311
H -6.1826 2.0230 -5.9424
H 2.1224 7.1832 2.4818
H -1.7892 0.2450 2.9762
H 2.0815 -0.7443 8.8657
H 3.0264 -0.3236 7.4045
H 1.9066 9.6490 2.2233
H -4.2898 -3.4652 0.5902
H -3.7815 2.5408 -5.4376
H -2.8389 -2.6093 2.3791
H -5.1436 1.6557 -0.1373
H -7.7261 1.4251 -4.0687
H -0.6803 11.4514 0.7086
H -3.6703 0.1060 3.1985
H -6.9080 1.4280 -1.7174

The value obtained for the molecular weight is 546.74 g mol⁻¹. The value obtained for the total energy is -2046.889580 hartree. The HOMO-LUMO gap comes out at 6.03 eV. Its strongest force on any atom is 2.68 eV Å⁻¹.

=====

Density functional theory data (the ωB97M-V functional and the def2-TZVPD basis) for C31H38N4O5PPr as an isolated structure.

Geometry (Å):
Pr -0.3116 -0.7925 0.4873
P 1.8508 1.2086 1.0916
O 2.2470 2.6551 1.6220
O 3.2174 0.4360 1.3241
O 0.2498 0.2562 -1.7662
O 0.9705 0.5236 2.2913
O -1.4075 -1.9317 -1.5549
N -2.0979 0.0934 2.1000
N 1.3230 -2.2224 0.4496
N -5.1504 -1.6403 -2.3732
N -4.8354 -0.8166 -0.1562
C -4.3629 1.0822 3.3343
C 1.4894 0.3358 3.6458
C -5.6062 -1.0112 2.7322
C -6.0722 -2.4876 -1.9174
C 1.4362 3.8077 1.3033
C -3.1958 1.8321 3.3029
C 0.3722 -0.8437 -2.6925
C -2.0847 1.3080 2.6755
C -2.1289 -3.8500 2.5363
C 3.7352 -5.5329 3.0375
C -0.8730 -3.2900 2.2966
C -6.1339 -1.6893 1.7166
C -2.4823 -5.0442 1.9316
C -3.2287 -0.6110 2.1308
C -4.6078 -0.8385 -1.4643
C 4.9561 -5.0498 2.5927
C -1.5708 -5.6937 1.1024
C -4.4024 -0.1624 2.7182
C 5.0081 -4.0004 1.6787
C 2.5585 -4.9715 2.5636
C -6.4300 -2.5327 -0.5803
C 3.8378 -3.4356 1.2113
C -0.9852 -1.4582 -2.8492
C -5.7661 -1.6773 0.2879
C -1.9430 -3.2694 -1.5595
C 2.6026 -3.9210 1.6483
C -0.3188 -5.1471 0.8716
C 0.0398 -3.9367 1.4622
C 1.3653 -3.2948 1.1437
C 4.3506 0.7003 0.4705
C 0.5533 1.5419 -2.3286
H 0.7672 -0.4987 -3.6488
H 5.8744 -5.4924 2.9549
H -0.9539 -2.2801 -3.5663
H 1.0806 -1.5601 -2.2667
H 1.8527 -0.6851 3.7334
H 3.6998 -6.3464 3.7489
H -0.5626 -2.4260 2.8856
H 1.2707 4.3578 2.2242
H -1.8363 -6.6388 0.6472
H -1.1517 -3.9834 -1.7869
H -1.7116 -0.7197 -3.1963
H 0.4745 3.5096 0.8798
H 1.6082 -5.3503 2.9180
H 0.3634 2.2868 -1.5621
H 3.8566 -2.6210 0.4988
H -0.0893 1.7278 -3.1898
H -6.1131 -1.0892 3.6886
H 4.1407 0.3502 -0.5408
H -6.9952 -2.3066 1.9473
H 4.5852 1.7636 0.4718
H -6.5366 -3.1464 -2.6415
H -2.7509 -3.3314 -2.2882
H -1.1466 1.8470 2.6427
H -7.1946 -3.2116 -0.2304
H -3.1463 2.8075 3.7650
H 1.9788 4.4230 0.5906
H -5.2448 1.4721 3.8273
H -3.4479 -5.4880 2.1321
H -3.8841 -0.1242 -1.8373
H 0.6630 0.5202 4.3263
H 1.6015 1.5721 -2.6278
H 5.1857 0.1442 0.8830
H -3.2123 -1.5881 1.6663
H -2.3360 -3.4615 -0.5617
H 0.3952 -5.6650 0.2427
H -2.8112 -3.3688 3.2257
H 5.9662 -3.6344 1.3352
H 2.2983 1.0388 3.8243

Its charge is +2. The expectation value of S² is 2.009. The value obtained for the molecular weight is 718.55 g mol⁻¹. As for the energy above the lowest of the compared OMol25 structures with the same formula, charge and spin: 0.00 kJ/mol. The value obtained for the total energy is -2657.239190 hartree. The HOMO-LUMO gap (alpha / beta) comes out at 8.20 / 8.26 eV. Its strongest force on any atom is 0.83 eV Å⁻¹. As for the spin multiplicity: 3.

=====

Density functional theory data (the ωB97M-V functional and the def2-TZVPD basis) for C31H39ClN6OTi as an isolated structure.

Geometry (Å):
Ti 0.3942 -0.1495 -0.1136
Cl 0.7295 1.5471 1.4623
O -2.9055 1.0137 -2.0412
N -2.5279 1.0591 -4.2579
N 2.2029 -0.2685 -1.2842
N -0.0927 -1.5516 -1.5484
N 1.4929 -1.3748 1.2935
N -2.5676 1.4546 1.8727
N -0.9919 -1.0744 0.9644
C 2.1766 -1.2818 -2.1117
C -1.5143 -1.9237 4.5576
C -2.2013 -2.5018 -0.5576
C -0.6675 -1.4132 2.2123
C -0.1696 1.5153 -1.3312
C -4.4698 4.7854 3.8550
C 3.0267 -1.4390 -3.2477
C -3.4777 2.2079 1.2556
C -0.6203 1.3374 -2.7780
C 3.0772 -3.9125 -3.6648
C 2.9408 -1.5649 1.3328
C -2.8708 2.8272 3.8122
C 3.8238 1.3033 -0.1252
C -4.1203 3.2828 1.8546
C 3.7704 -0.3789 1.8687
C -2.1094 1.1237 -2.9610
C -0.4082 -1.9453 5.3778
C 0.8041 -1.4785 2.4193
C -1.4077 -2.1537 -1.8047
C 0.9072 -1.8261 4.9457
C -3.8206 3.6129 3.1685
C 4.6009 0.3622 0.8125
C 1.0875 -3.5633 -2.1844
C 1.0089 -2.1840 -1.9689
C 3.4194 -2.5804 -3.9051
C -1.6208 -1.7209 3.1853
C -2.2734 1.7768 3.1333
C 2.0431 -4.3250 -2.8556
C -2.3074 -1.2941 0.3677
C 3.3331 0.6686 -1.4162
C 1.4236 -1.6593 3.6781
H 4.4504 -0.7530 2.6390
H 3.0580 1.4514 -2.1295
H -1.5122 1.1723 3.6194
H 2.5023 -1.6262 3.6488
H -1.9884 -1.4153 -2.3595
H 2.9954 1.7541 0.4134
H -2.5882 3.0332 4.8384
H -3.5095 0.9550 -4.4437
H -2.4682 -2.0667 5.0556
H -1.7321 -3.3286 -0.0160
H 0.7104 2.1599 -1.3215
H -2.5959 -0.4124 -0.2010
H -3.2004 -2.8237 -0.8626
H 4.1365 -2.4152 -4.7028
H 5.1599 -0.3700 0.2163
H 0.2798 -4.1241 -1.7306
H -3.8636 5.6864 3.7385
H -5.4533 4.9947 3.4345
H 4.4785 2.1255 -0.4257
H 3.1032 0.3328 2.3570
H 3.4607 -0.5171 -3.6118
H -2.6382 -1.7264 2.8267
H -3.0754 -1.4469 1.1160
H -3.6933 1.9390 0.2244
H 1.8950 -5.3981 -2.7853
H -4.5819 4.6048 4.9238
H -0.5754 -2.0833 6.4387
H 3.1591 -2.4688 1.9060
H 4.1702 0.1210 -1.8507
H -0.9325 2.0476 -0.7589
H -0.3689 2.2125 -3.3888
H -1.8907 1.1891 -5.0218
H 3.6328 -4.6736 -4.1960
H -4.8488 3.8558 1.2929
H -1.2931 -3.0197 -2.4532
H 3.2521 -1.7803 0.3139
H 5.3514 0.9562 1.3377
H 1.6588 -1.8880 5.7260
H -0.1182 0.4876 -3.2572

The value obtained for the molecular weight is 595.01 g mol⁻¹. As for the energy above the lowest of the compared OMol25 structures with the same formula, charge and spin: 46.49 kJ/mol. The value obtained for the total energy is -2918.165365 hartree. The HOMO-LUMO gap comes out at 7.02 eV. Its strongest force on any atom is 0.41 eV Å⁻¹.